Density functional theory data (the ωB97M-V functional and the def2-TZVPD basis) for a structure of composition C45H66LiNP3Si.

CARTESIAN COORDINATES (ANGSTROEM)
Li (0.72, -0.69, 0.01)
C (0.01, -0.60, -5.23)
C (0.95, 0.51, -4.74)
C (1.09, 1.59, -5.83)
P (0.56, 0.85, -2.93)
C (1.74, 2.23, -2.47)
C (3.14, 1.93, -3.01)
C (1.31, 3.66, -2.78)
C (-1.07, 1.73, -2.88)
C (-1.64, 2.26, -4.04)
C (-2.87, 2.89, -4.02)
C (-3.55, 3.02, -2.81)
C (-2.99, 2.51, -1.65)
C (-1.75, 1.86, -1.63)
Si (-1.02, 1.04, 0.00)
C (-2.70, 0.43, 0.78)
C (-3.64, 1.31, 1.34)
C (-4.84, 0.87, 1.88)
C (-5.11, -0.50, 1.92)
C (-4.19, -1.40, 1.42)
C (-2.99, -0.96, 0.82)
P (-1.76, -2.15, 0.13)
C (-1.72, -3.58, 1.36)
C (-2.77, -4.69, 1.36)
C (-1.52, -3.00, 2.76)
C (-2.63, -2.83, -1.40)
C (-2.46, -1.77, -2.49)
C (-4.10, -3.22, -1.33)
C (-0.62, 2.59, 1.13)
C (-0.86, 3.88, 0.63)
C (-0.51, 5.04, 1.31)
C (0.13, 4.94, 2.53)
C (0.42, 3.69, 3.06)
C (0.04, 2.51, 2.40)
P (0.42, 0.88, 3.20)
C (2.09, 1.06, 4.07)
C (2.71, -0.35, 4.09)
C (3.08, 2.11, 3.50)
C (-0.60, 0.90, 4.80)
C (-2.08, 0.67, 4.51)
C (-0.49, 2.12, 5.71)
H (0.33, -0.98, -6.21)
H (-1.01, -0.22, -5.34)
H (-0.01, -1.43, -4.53)
H (1.94, 0.06, -4.61)
H (0.12, 1.84, -6.28)
H (1.72, 1.20, -6.64)
H (1.54, 2.51, -5.47)
H (1.78, 2.13, -1.38)
H (3.19, 2.07, -4.10)
H (3.45, 0.91, -2.78)
H (3.87, 2.62, -2.56)
H (1.09, 3.80, -3.84)
H (2.11, 4.35, -2.51)
H (0.41, 3.94, -2.22)
H (-1.13, 2.17, -4.98)
H (-3.30, 3.29, -4.93)
H (-4.51, 3.53, -2.78)
H (-3.55, 2.63, -0.73)
H (-3.41, 2.37, 1.37)
H (-5.55, 1.58, 2.27)
H (-6.03, -0.85, 2.37)
H (-4.40, -2.46, 1.50)
H (-0.77, -4.06, 1.07)
H (-3.76, -4.33, 1.64)
H (-2.48, -5.44, 2.11)
H (-2.84, -5.19, 0.40)
H (-2.44, -2.53, 3.12)
H (-0.74, -2.23, 2.76)
H (-1.23, -3.78, 3.47)
H (-2.03, -3.71, -1.67)
H (-3.08, -0.90, -2.28)
H (-2.75, -2.16, -3.47)
H (-1.43, -1.42, -2.56)
H (-4.71, -2.37, -1.01)
H (-4.30, -4.05, -0.65)
H (-4.44, -3.51, -2.33)
H (-1.35, 3.97, -0.34)
H (-0.74, 6.01, 0.89)
H (0.41, 5.84, 3.07)
H (0.95, 3.64, 4.00)
H (1.87, 1.32, 5.11)
H (2.96, -0.67, 3.07)
H (2.02, -1.08, 4.51)
H (3.63, -0.35, 4.68)
H (2.73, 2.57, 2.58)
H (4.04, 1.64, 3.28)
H (3.26, 2.92, 4.22)
H (-0.21, 0.03, 5.34)
H (-2.48, 1.52, 3.96)
H (-2.65, 0.56, 5.44)
H (-2.24, -0.23, 3.91)
H (-0.91, 3.00, 5.21)
H (0.53, 2.36, 6.01)
H (-1.08, 1.95, 6.62)
C (2.19, -4.06, 0.71)
N (2.66, -4.41, -0.63)
C (3.97, -5.03, -0.56)
C (2.60, -3.28, -1.57)
C (3.37, -2.02, -1.17)
C (4.71, -1.92, -1.53)
C (5.45, -0.78, -1.20)
C (4.83, 0.24, -0.51)
C (3.48, 0.11, -0.16)
C (2.69, -1.01, -0.46)
H (2.06, -4.98, 1.29)
H (1.23, -3.55, 0.64)
H (2.88, -3.40, 1.25)
H (3.92, -5.92, 0.06)
H (4.74, -4.36, -0.14)
H (4.29, -5.32, -1.56)
H (1.55, -3.01, -1.68)
H (2.97, -3.66, -2.53)
H (5.20, -2.72, -2.09)
H (6.49, -0.71, -1.50)
H (5.37, 1.15, -0.27)
H (3.02, 0.95, 0.36)

Results
highest occupied orbital energy: -3.582 eV
F_max: 0.64 eV Å⁻¹
relative energy (zero: lowest compared OMol25 entry of this formula, charge and spin): 25.9 kJ/mol
net charge: -1